15
Properties=species:S:1:pos:R:3:forces:R:3 method="wB97M-V/def2-TZVPD" gap_ev=10.66 homo_ha=-0.38072 relative_energy_ev=2.519 charge=0
N -0.165477 -2.512759 0.250422 1.018 3.248 -1.328
C 0.059199 -1.400016 -0.076859 -2.134 -1.396 2.208
C -0.009401 0.155878 -0.069768 1.599 -2.847 -0.345
C 0.925511 0.496945 -1.201094 1.118 0.776 -4.869
O 1.414087 -0.329329 -1.979935 -0.905 0.948 2.273
C -1.389970 0.847835 0.071920 -1.464 -1.452 0.417
C -1.090005 1.072727 1.567186 -1.152 1.464 0.847
C 0.425366 0.828361 1.288114 -0.064 -0.643 -0.648
H 1.145984 1.588677 -1.664254 -0.824 -1.448 2.117
H -2.400054 0.304625 -0.099070 2.068 0.631 -0.258
H -1.358590 1.778930 -0.478041 -0.154 0.188 -0.167
H -1.432975 2.121594 1.817234 0.841 -1.038 0.311
H -1.657924 0.400504 2.273218 1.039 0.345 -0.897
H 0.839851 1.719809 0.814745 0.297 0.516 1.046
H 1.185147 0.299421 1.945692 -1.283 0.707 -0.708

***

53
Properties=species:S:1:pos:R:3:forces:R:3 method="wB97M-V/def2-TZVPD" gap_ev=6.57 homo_ha=-0.11600 charge=-2
Pd -5.950253 -18.673225 -1.532457 0.542 -0.125 -0.096
O -10.387041 -21.889276 1.243292 0.560 1.625 -0.065
C -9.734823 -22.844382 0.436139 0.179 -1.285 1.033
C -8.686132 -22.188990 -0.334722 1.115 1.322 -0.657
C -8.938027 -21.633050 -1.582085 -0.316 -0.426 -0.633
C -8.066348 -20.699577 -2.114122 0.905 -0.090 1.083
N -6.974633 -20.385891 -1.385008 0.579 0.414 -0.625
C -6.561092 -21.027033 -0.265962 -2.475 -0.605 -0.691
C -7.493100 -21.885427 0.316676 0.418 -0.209 -0.669
C -5.238238 -20.679211 0.242695 -0.338 0.582 -0.296
C -4.710360 -21.145568 1.411992 1.357 0.921 -0.937
C -3.451589 -20.640401 1.778130 -0.403 -0.521 -0.775
C -2.917835 -21.065134 3.089745 0.133 -1.207 -0.529
O -3.846816 -20.744162 4.076221 -0.626 0.253 0.950
C -2.794181 -19.758318 0.942014 -0.389 -0.145 0.329
C -3.423882 -19.306028 -0.210244 0.930 0.583 -0.122
N -4.617972 -19.747247 -0.508694 0.114 -0.129 -0.432
H -9.974648 -20.973598 1.080693 -0.853 -1.672 0.282
H -10.435632 -23.348241 -0.213003 -0.502 -0.081 -0.265
H -9.259233 -23.654233 1.064249 -0.530 0.710 -0.231
H -9.819124 -21.945680 -2.147384 0.155 0.288 0.252
H -8.192448 -20.191067 -3.078200 0.013 -0.057 0.748
H -7.346544 -22.371567 1.254466 0.382 -0.084 0.626
H -5.212951 -21.875206 1.970939 -0.586 -0.754 0.880
H -1.973652 -20.621194 3.267429 1.157 0.765 0.289
H -2.712414 -22.161706 3.091264 -0.476 0.540 0.168
H -4.287815 -19.924032 3.799285 0.122 -0.311 0.219
H -1.846655 -19.365007 1.239970 0.510 0.206 0.025
H -2.998114 -18.527542 -0.872849 -0.448 -0.616 0.382
F -2.718858 -20.927752 -5.313744 -0.282 0.355 0.568
B -3.564076 -20.583291 -4.199247 0.034 0.455 -0.661
F -3.716725 -21.761299 -3.426334 0.108 0.629 0.229
F -2.968040 -19.474080 -3.470438 -0.524 -1.377 -0.451
F -4.841258 -20.182121 -4.703280 0.714 -0.194 0.411
Br 0.281361 -15.449537 2.860446 -0.144 0.008 -0.212
C -0.022754 -15.187389 0.998164 -0.105 0.493 0.387
C 1.049058 -14.808887 0.214488 0.904 0.036 0.539
C 0.904579 -14.668896 -1.145547 0.784 0.068 -0.277
C -0.326633 -14.839680 -1.716352 -0.152 0.258 -0.939
C -1.417942 -15.066456 -0.927644 -0.350 -0.600 -0.816
C -1.276316 -15.254858 0.424904 -0.561 -0.189 0.495
I -3.096976 -15.600987 1.321186 -0.336 -0.276 0.756
H 2.007901 -14.604889 0.691140 -0.175 -0.273 -0.135
H 1.765054 -14.470341 -1.774368 0.022 0.117 0.143
H -0.461986 -14.778181 -2.787798 0.062 0.012 -0.032
H -2.376784 -15.249615 -1.393996 -0.146 0.169 0.050
F -10.197667 -18.517553 -1.199901 0.096 0.011 -0.172
Te -8.800789 -17.418079 -0.340329 0.536 0.004 0.799
F -10.244030 -17.393188 1.411082 0.641 0.236 -0.849
F -8.497010 -19.036278 0.596688 -0.409 -1.324 -0.448
F -7.165896 -17.215472 0.832088 -0.107 0.976 -0.258
F -4.693559 -17.122228 -1.567656 -0.301 -0.042 0.127
O -7.618160 -17.735007 -1.855331 -1.538 0.556 0.501

***

13
Properties=species:S:1:pos:R:3:forces:R:3 method="wB97M-V/def2-TZVPD" gap_ev=7.02 homo_ha=-0.28901 relative_energy_ev=3.472 charge=0
C 2.453960 -1.630391 -0.373347 -0.411 1.621 -1.669
C -2.519854 0.528898 0.295741 0.364 0.873 -0.582
Si 1.190509 1.169067 0.223349 -1.070 -3.724 0.617
S 2.970192 -0.068883 0.367342 -0.330 1.201 1.268
S -1.255330 -0.593999 0.867583 2.010 0.674 -0.070
H 2.292069 -1.262501 -1.402910 -0.889 -0.993 0.310
H 1.654099 -2.134702 0.135062 -0.491 0.071 -0.037
H 3.295222 -2.254566 -0.487312 1.194 -0.669 0.397
H -3.125437 0.957148 1.081766 -0.119 -0.016 0.218
H -3.132017 0.193322 -0.520340 -0.557 -0.984 -0.051
H -2.021223 1.328188 -0.231803 0.274 0.736 0.163
H 0.627394 1.061877 -1.087515 -0.201 0.571 -0.790
H 1.030100 2.294169 1.095694 0.225 0.638 0.227

***

15
Properties=species:S:1:pos:R:3:forces:R:3 method="wB97M-V/def2-TZVPD" gap_ev=8.13 homo_ha=-0.49703 relative_energy_ev=2.243 charge=+1
C -1.338209 -0.009728 1.832481 0.377 0.482 -0.015
C -1.671953 -0.390702 -0.568028 0.378 0.426 0.394
N -2.094919 -0.349631 0.630249 -0.480 0.497 -0.272
H -1.312142 -0.860203 2.508096 0.035 -0.112 -0.106
H -1.825227 0.823641 2.336837 -0.105 -0.046 -0.066
H -0.340022 0.304742 1.532801 0.045 -0.199 0.103
H -0.649504 -0.067256 -0.741622 0.016 -0.488 -0.173
H -2.342567 -0.669761 -1.369297 -0.050 0.114 -0.040
H -3.097842 -0.388763 0.751032 -0.304 -0.669 0.189
C 1.803307 0.169883 -1.023155 -0.151 0.693 0.023
C 3.100849 0.327243 -1.233910 -0.093 -0.344 -0.354
H 1.220944 1.027384 -0.687139 0.054 -0.015 0.101
H 1.232925 -0.723489 -1.240040 0.381 -0.307 -0.066
H 3.604445 1.269947 -1.075187 -0.090 0.061 0.160
H 3.709918 -0.463308 -1.653117 -0.013 -0.094 0.121

***

9
Properties=species:S:1:pos:R:3:forces:R:3 method="wB97M-V/def2-TZVPD" gap_ev="8.28 / 7.21" homo_ha="-0.33003 / -0.30225" relative_energy_ev=3.370 charge=0
C 1.710613 -0.244127 0.518194 -1.754 0.545 -0.494
C -0.781808 -0.183748 -0.226271 1.835 0.665 3.278
O 2.028472 -0.419170 1.637338 0.242 0.071 -0.919
O -1.226056 1.086096 0.106993 -1.044 -1.874 -2.498
O -0.911752 -0.558992 -1.453240 -0.886 1.182 -1.358
F 2.537844 0.202889 -0.494633 -0.096 -0.328 0.772
I -1.366720 -1.649953 1.165319 -0.097 -0.292 0.277
H -0.635931 1.565116 0.644894 1.350 0.549 1.209
H -1.354660 0.201889 -1.898594 0.450 -0.517 -0.266

***

102
Properties=species:S:1:pos:R:3:forces:R:3 method="wB97M-V/def2-TZVPD" gap_ev="3.83 / 5.59" multiplicity=2 homo_ha="-0.00574 / -0.07037" relative_energy_ev=0.039 charge=-2
Cs 0.113789 0.105776 0.011887 -0.211 -0.242 -0.150
C -2.213643 -1.106529 5.178251 0.020 0.004 0.006
C -2.578270 0.363489 5.136857 0.023 -0.006 0.052
O -1.530526 1.159243 5.687669 -0.069 -0.022 -0.105
P -0.791271 2.229185 4.624840 0.053 -0.075 0.083
S 1.292435 2.119450 2.227470 0.215 0.296 0.459
S 0.476859 0.847001 3.660730 -0.049 -0.051 -0.108
O 0.148723 2.959189 5.738719 0.001 0.120 0.032
C 1.001904 2.266012 6.647209 -0.048 -0.051 -0.048
C 0.366565 2.201382 8.022993 0.013 -0.017 0.022
H -3.033193 -1.710307 4.780955 0.000 -0.001 0.004
H -2.012908 -1.420622 6.204561 0.003 0.003 -0.011
H -1.322932 -1.290656 4.577321 0.001 0.003 -0.002
H -3.480461 0.551248 5.727774 -0.007 0.007 0.003
H -2.792634 0.667971 4.107920 0.005 0.026 -0.051
H 1.943023 2.819333 6.674603 0.004 0.009 0.000
H 1.215141 1.264873 6.265543 0.001 -0.004 -0.013
H 0.149994 3.204563 8.395240 0.011 0.004 -0.005
H 1.043041 1.707536 8.726098 0.000 0.009 0.002
H -0.565695 1.639694 7.975850 0.023 0.009 -0.001
S -1.553443 -3.668825 -4.880613 0.033 0.101 -0.009
C -1.591429 -4.377198 -6.447797 -0.031 -0.069 0.032
C -0.508245 -5.175428 -6.650325 0.061 0.029 -0.008
C 0.381364 -5.198135 -5.544346 0.003 -0.010 -0.044
C -0.029056 -4.406498 -4.490439 -0.030 -0.037 0.047
C 0.633134 -4.174847 -3.229839 -0.026 -0.007 -0.019
C 0.223660 -3.150218 -2.353247 -0.003 -0.013 -0.012
N 0.793787 -2.830074 -1.220669 -0.007 0.027 0.042
C 1.886358 -3.565354 -0.808739 -0.022 -0.005 -0.018
C 2.367987 -4.649762 -1.607860 0.004 -0.001 0.010
C 3.492869 -5.415624 -1.121571 -0.021 0.018 -0.007
C 4.083389 -5.126035 0.052339 -0.010 0.029 0.016
C 3.623286 -4.032609 0.869559 0.003 -0.029 -0.023
C 4.209135 -3.718962 2.081464 0.028 -0.009 0.015
C 3.740764 -2.644957 2.841705 0.014 0.000 -0.005
C 2.673198 -1.909989 2.284515 0.007 0.025 -0.012
N 2.084138 -2.173426 1.145231 -0.004 -0.057 -0.017
C 2.522096 -3.245750 0.408575 -0.012 0.047 0.022
C 4.315668 -2.299242 4.134720 0.015 0.032 0.005
C 5.183193 -3.034940 4.906297 0.014 -0.016 0.028
C 5.539727 -2.394080 6.121941 -0.002 -0.034 0.002
C 4.941969 -1.180164 6.268407 0.022 0.008 -0.038
S 3.954099 -0.799769 4.920045 -0.046 -0.003 -0.005
C 1.748071 -4.936322 -2.805875 0.007 -0.025 -0.009
H -2.403722 -4.166766 -7.124101 -0.007 -0.009 0.012
H -0.337965 -5.719500 -7.570279 0.006 0.003 0.003
H 1.310486 -5.750016 -5.532225 -0.005 0.006 -0.009
H -0.633132 -2.536348 -2.631764 0.017 0.009 -0.009
H 3.849167 -6.240243 -1.730833 0.000 0.002 -0.003
H 4.924115 -5.713357 0.408240 0.001 0.001 0.004
H 5.049343 -4.314376 2.424667 0.001 0.003 0.003
H 2.286250 -1.045250 2.821857 0.003 -0.005 -0.003
H 5.537336 -4.015255 4.619671 -0.006 0.003 0.005
H 6.204042 -2.824636 6.859404 -0.005 -0.002 -0.004
H 5.027088 -0.489539 7.091658 0.001 0.002 -0.005
H 2.112526 -5.764899 -3.403923 0.002 0.007 0.002
C -2.116914 4.265725 1.245254 -0.007 0.030 0.014
Si -2.856713 3.017174 0.043275 0.017 -0.016 -0.045
C -4.555939 3.739966 -0.433727 -0.039 -0.003 0.019
C -3.282629 1.542450 1.161211 0.024 -0.025 0.026
C -1.807865 2.634769 -1.384301 -0.047 0.059 -0.047
Si -0.694664 3.953790 -1.935206 -0.008 -0.001 -0.050
C 0.753608 4.354689 -0.793380 0.012 0.000 0.012
C -1.564269 5.623097 -2.244987 -0.009 0.033 0.014
C 0.151618 3.624928 -3.604397 0.020 0.012 -0.020
Si -2.491902 1.615691 -2.680070 0.037 -0.011 -0.025
C -3.569337 0.161502 -2.109432 0.016 -0.018 0.013
C -3.590406 2.490070 -3.969013 -0.008 0.006 -0.028
C -1.160638 0.735893 -3.764947 0.010 -0.050 -0.022
C -1.326341 0.544553 -5.140914 0.011 -0.017 -0.008
C -0.362153 -0.119747 -5.880279 -0.014 0.004 0.010
C 0.769243 -0.587980 -5.232981 -0.003 0.004 0.006
C 0.867280 -0.370856 -3.868065 -0.044 0.007 0.039
N -0.058474 0.262729 -3.149683 -0.013 -0.034 -0.099
H -2.811759 4.418857 2.077511 -0.007 0.015 -0.004
H -1.924046 5.238226 0.784067 0.010 -0.022 0.021
H -1.182380 3.888087 1.668217 0.016 0.006 -0.015
H -5.140392 4.033154 0.445808 0.010 -0.011 -0.012
H -5.150354 3.021714 -1.008588 0.011 0.007 -0.001
H -4.410813 4.624333 -1.061392 -0.021 0.004 -0.002
H -3.958892 1.869104 1.958884 -0.006 0.002 -0.013
H -2.378719 1.164505 1.648239 0.041 -0.019 0.038
H -3.760423 0.716948 0.630192 0.005 -0.015 -0.014
H 0.436213 4.714753 0.185853 -0.003 -0.013 0.009
H 1.387408 5.121425 -1.253455 0.000 -0.004 0.013
H 1.369301 3.468184 -0.617179 0.004 -0.001 0.000
H -2.058623 5.995474 -1.343381 0.000 0.000 -0.026
H -2.332999 5.501978 -3.015475 0.009 0.003 0.009
H -0.857323 6.388832 -2.583822 -0.008 -0.001 0.005
H 0.827751 2.768756 -3.553638 0.000 0.012 -0.003
H 0.742942 4.510041 -3.863280 0.001 -0.007 -0.011
H -0.551161 3.442825 -4.422163 -0.001 0.011 0.010
H -4.473886 0.507113 -1.601065 0.009 0.002 -0.004
H -3.031893 -0.497535 -1.421999 -0.005 0.001 -0.002
H -3.872772 -0.435279 -2.975132 -0.004 -0.002 0.008
H -4.370735 3.040778 -3.436681 -0.002 0.001 0.000
H -4.079536 1.801707 -4.666826 0.002 0.014 0.006
H -3.015481 3.219158 -4.548857 -0.014 -0.008 0.011
H -2.217504 0.921853 -5.627116 0.013 0.000 0.005
H -0.494177 -0.280302 -6.944463 0.002 0.002 -0.001
H 1.546793 -1.127116 -5.758199 -0.003 -0.003 -0.001
H 1.726360 -0.744557 -3.317661 -0.009 0.001 0.008